Record 1
DFT (the ωB97M-V functional and the def2-TZVPD basis) results for a cluster of 13 separate species, C14H12Cl48N2P in total.

XYZ file:
```
77
Properties=species:S:1:pos:R:3:lowdin_charge:R:1
N -0.1475 2.0031 -2.4560 -0.09
C -0.9403 1.4010 -3.5352 -0.46
P -1.8741 -0.1711 -2.9047 0.33
C -3.3337 0.8735 -2.1685 -0.46
N -4.0257 1.7935 -3.0951 -0.09
H -0.6657 1.9466 -1.5850 -0.01
H 0.0477 2.9730 -2.6568 0.02
H -0.2558 1.0563 -4.3086 0.03
H -1.5908 2.1231 -4.0249 0.04
H -1.1483 -0.0356 -1.6259 -0.13
H -2.5170 -1.4155 -2.3889 -0.07
H -2.6050 -0.2886 -4.2031 -0.04
H -0.7986 -1.0119 -3.4558 -0.10
H -4.0664 0.1385 -1.8420 0.03
H -3.0251 1.4033 -1.2697 0.03
H -3.7116 2.7391 -2.9241 0.03
H -3.7151 1.5657 -4.0354 0.01
C -1.8182 0.5255 2.4530 -2.01
Cl -1.5767 2.2018 2.9727 0.48
Cl -1.2525 -0.5651 3.7349 0.47
Cl -3.5414 0.2494 2.1707 0.53
Cl -0.9289 0.2389 0.9767 0.53
C -3.7843 -4.0458 5.1436 -2.07
Cl -2.9878 -5.2292 4.1077 0.53
Cl -5.3289 -4.7008 5.7041 0.51
Cl -2.7561 -3.7077 6.5420 0.51
Cl -4.0534 -2.5633 4.2445 0.51
C 1.1745 -2.8083 -0.5467 -2.01
Cl -0.0433 -3.7456 -1.4025 0.55
Cl 2.7647 -3.5819 -0.7609 0.47
Cl 1.2302 -1.1981 -1.2070 0.53
Cl 0.7643 -2.7586 1.1900 0.46
C 2.9807 -1.0158 -5.2147 -2.05
Cl 4.2754 -1.9466 -5.9942 0.47
Cl 2.1425 -0.0471 -6.4235 0.54
Cl 1.8807 -2.1198 -4.4201 0.53
Cl 3.6694 0.0476 -3.9736 0.49
C 2.5301 3.6677 -0.3098 -2.05
Cl 3.7206 4.2668 0.8572 0.51
Cl 1.2062 2.8631 0.5335 0.49
Cl 1.8760 5.0431 -1.2079 0.52
Cl 3.2919 2.5445 -1.4303 0.52
C 4.5981 -5.2508 2.8606 -2.05
Cl 4.6813 -5.6465 4.5828 0.52
Cl 5.9068 -4.1419 2.4505 0.51
Cl 4.7768 -6.7218 1.9005 0.50
Cl 3.0503 -4.5192 2.4716 0.49
C 3.5108 0.2408 3.4453 -2.05
Cl 3.7681 1.7312 4.3626 0.52
Cl 4.8614 -0.8561 3.7393 0.51
Cl 2.0118 -0.5219 3.9773 0.50
Cl 3.4032 0.6201 1.7379 0.52
C 6.7325 -5.2101 -7.4011 -2.07
Cl 8.2220 -5.7725 -8.1685 0.52
Cl 6.5102 -3.4945 -7.7345 0.50
Cl 5.3634 -6.1158 -8.0427 0.53
Cl 6.8365 -5.4578 -5.6593 0.52
C -2.7601 5.9471 4.7294 -2.04
Cl -1.3961 5.3111 3.8152 0.51
Cl -4.0282 4.7240 4.7785 0.50
Cl -2.2460 6.3361 6.3746 0.53
Cl -3.3565 7.4042 3.9352 0.50
C 3.9927 -8.4602 -2.1231 -2.07
Cl 5.5218 -7.9833 -2.8679 0.51
Cl 2.8970 -9.0559 -3.3710 0.53
Cl 4.2955 -9.7474 -0.9471 0.51
Cl 3.2766 -7.0806 -1.3093 0.51
C -7.6674 3.1625 5.9314 -2.07
Cl -6.3067 2.5051 5.0291 0.51
Cl -8.9751 1.9794 5.9726 0.52
Cl -7.1548 3.5317 7.5798 0.52
Cl -8.2314 4.6391 5.1490 0.52
C -2.6286 9.8358 0.7057 -2.06
Cl -3.5281 9.0882 -0.6097 0.54
Cl -1.2708 8.8090 1.1521 0.53
Cl -2.0326 11.4171 0.1930 0.52
Cl -3.6967 10.0448 2.1005 0.49
```

E_LUMO = 1.43 eV
DFT total energy = -23080.48468 Ha
Frontier orbital gap = 4.97 eV
Total charge = -1

Record 2
DFT (the ωB97M-V functional and the def2-TZVPD basis) results for an isolated molecule of C23H28N6O2.

XYZ file:
```
59
Properties=species:S:1:pos:R:3:lowdin_charge:R:1
C 8.8688 3.2042 0.8739 -0.12
O 8.3728 2.4967 -0.2303 -0.19
C 7.2580 1.6932 0.0884 -0.26
C 6.8089 0.9729 -1.1755 -0.10
C 5.6261 0.0857 -0.9512 -0.35
N 5.2345 -0.1485 0.2958 0.14
C 4.1950 -0.9447 0.4687 -0.07
C 3.5094 -1.5299 -0.5922 -0.18
C 2.3377 -2.4389 -0.3728 -0.16
N 1.5003 -1.9544 0.7082 -0.17
C 0.8044 -0.7351 0.3425 -0.18
C 0.1366 -0.1390 1.5766 -0.13
C -0.8841 -1.1238 2.1617 -0.24
C -2.0987 -1.2693 1.2436 -0.43
O -2.3705 -2.2767 0.6327 0.08
N -2.8479 -0.1273 1.2096 0.13
C -4.0118 0.1442 0.4857 -0.22
C -4.5948 1.4007 0.6412 -0.03
C -5.7460 1.7385 -0.0403 -0.02
C -6.3417 0.8169 -0.8962 -0.19
N -7.5088 1.1127 -1.6040 -0.11
C -8.2928 2.2177 -1.5265 -0.06
C -9.3250 2.0418 -2.4120 -0.07
C -9.0815 0.7851 -2.9905 -0.15
N -7.9928 0.2423 -2.4951 0.08
C -5.7576 -0.4379 -1.0563 0.00
C -4.6067 -0.7747 -0.3762 0.00
C -0.1908 -2.4672 2.3992 -0.13
C 0.5454 -2.9552 1.1546 -0.19
C 3.9999 -1.2084 -1.8535 -0.08
N 5.0406 -0.4161 -2.0326 0.13
H 8.1115 3.8838 1.2857 0.09
H 9.7197 3.7821 0.5189 0.09
H 9.1955 2.5234 1.6705 0.09
H 7.5212 0.9606 0.8650 0.12
H 6.4382 2.3146 0.4796 0.12
H 6.5673 1.6996 -1.9528 0.12
H 7.6351 0.3678 -1.5566 0.13
H 3.8854 -1.1199 1.4907 0.12
H 1.7766 -2.5573 -1.3183 0.13
H 2.7156 -3.4267 -0.0859 0.13
H 1.5328 -0.0240 -0.0567 0.12
H 0.0444 -0.9233 -0.4386 0.14
H 0.9060 0.0548 2.3262 0.12
H -0.3314 0.8115 1.3114 0.11
H -1.2479 -0.7380 3.1223 0.15
H -2.5342 0.6390 1.7896 0.14
H -4.1397 2.1239 1.3041 0.11
H -6.1673 2.7212 0.0990 0.10
H -8.0839 3.0320 -0.8645 0.11
H -10.1345 2.7119 -2.6160 0.09
H -9.6529 0.2692 -3.7361 0.10
H -6.2276 -1.1394 -1.7261 0.10
H -4.1653 -1.7482 -0.5041 0.10
H -0.9287 -3.2165 2.6883 0.12
H 0.5277 -2.3489 3.2122 0.12
H 1.0945 -3.8674 1.4022 0.12
H -0.1871 -3.1941 0.3684 0.12
H 3.5418 -1.5978 -2.7554 0.12
```

E_LUMO = 0.50 eV
DFT total energy = -1372.25760 Ha
Frontier orbital gap = 8.63 eV

Record 3
DFT (the ωB97M-V functional and the def2-TZVPD basis) results for a structure of composition C52H45Cl2O8S3Ta.

XYZ file:
```
111
Properties=species:S:1:pos:R:3:lowdin_charge:R:1
Ta 1.2043 -0.6338 -2.1632 1.57
C 4.5088 3.6133 -7.7737 -0.03
O 4.4331 2.6112 -6.7584 -0.03
C 3.2796 2.3519 -6.1715 -0.25
C 2.0567 2.9680 -6.4962 0.03
C 0.9368 2.6787 -5.7670 0.03
C 0.9517 1.7621 -4.6963 -0.11
C -0.1658 1.6006 -3.8273 -0.30
C -1.4005 2.4169 -4.0236 0.04
O -0.1585 0.8010 -2.8377 -0.20
C 2.1886 1.1119 -4.4102 -0.27
O 2.2559 0.2620 -3.3873 -0.28
C 3.3160 1.4096 -5.1383 0.10
H 5.5420 3.6148 -8.1048 0.10
H 4.2565 4.5949 -7.3699 0.11
H 3.8597 3.3740 -8.6162 0.10
H 1.9965 3.6807 -7.3052 0.12
H 0.0169 3.1879 -6.0157 0.13
H -1.1778 3.4632 -3.8075 0.12
H -2.1765 2.0694 -3.3491 0.07
H -1.7561 2.3425 -5.0500 0.11
H 4.2513 0.9144 -4.9129 0.15
C -3.5069 3.9111 6.9466 -0.04
C -2.7510 3.3815 5.7639 -0.26
C -3.4072 2.7215 4.7299 -0.03
C -2.7170 2.2706 3.6148 -0.10
C -1.3478 2.4711 3.5329 -0.50
C -0.6669 3.1032 4.5662 -0.09
C -1.3691 3.5470 5.6723 -0.03
S -0.4857 2.0464 2.0148 0.99
O 1.8728 0.8540 -0.6065 -0.43
C 0.4239 0.5932 2.5280 -0.44
C 1.7594 0.7384 2.9612 -0.09
C 2.4495 -0.3336 3.4388 -0.01
C 1.8573 -1.6173 3.4765 -0.18
C 2.5495 -2.7348 3.9997 -0.04
C 1.9590 -3.9652 4.0398 -0.06
C 0.6633 -4.1423 3.5208 -0.05
C -0.0307 -3.0838 3.0045 0.00
C 0.5300 -1.7821 2.9989 -0.11
C -0.1991 -0.6294 2.5483 -0.17
C -1.6538 -0.7931 2.2787 -0.15
C -2.4520 -1.0928 3.4281 -0.12
C -1.9467 -0.9223 4.7415 0.00
C -2.7138 -1.2337 5.8268 -0.04
C -4.0134 -1.7516 5.6648 -0.04
C -4.5436 -1.8886 4.4143 -0.01
C -3.7882 -1.5362 3.2737 -0.15
C -4.3258 -1.6075 1.9752 0.01
C -3.6023 -1.2131 0.8922 -0.05
C -2.2519 -0.8039 1.0189 -0.25
S -1.4549 -0.0944 -0.4513 1.14
O -0.2074 -0.9810 -0.7867 -0.63
C -2.6740 -0.5907 -1.6521 -0.45
C -2.7039 -1.8578 -2.2086 -0.11
C -3.7107 -2.1682 -3.1070 -0.01
C -4.7183 -1.2525 -3.4102 -0.24
C -5.8156 -1.6163 -4.3643 -0.03
C -4.6814 0.0068 -2.8115 -0.01
C -3.6531 0.3481 -1.9514 -0.10
H -4.5805 3.8595 6.7798 0.08
H -3.2361 4.9481 7.1431 0.09
H -3.2669 3.3331 7.8400 0.09
H -4.4780 2.5716 4.7875 0.12
H -3.2434 1.7749 2.8087 0.11
H 0.4032 3.2547 4.5046 0.11
H -0.8407 4.0473 6.4742 0.12
H 2.2086 1.7209 2.9612 0.10
H 3.4576 -0.2118 3.8168 0.12
H 3.5507 -2.5928 4.3885 0.12
H 2.4839 -4.8123 4.4601 0.11
H 0.2080 -5.1232 3.5429 0.11
H -1.0209 -3.2436 2.6032 0.12
H -0.9560 -0.5131 4.8835 0.13
H -2.3149 -1.0930 6.8221 0.12
H -4.5935 -2.0221 6.5363 0.12
H -5.5471 -2.2705 4.2792 0.12
H -5.3380 -1.9659 1.8422 0.13
H -4.0665 -1.2586 -0.0790 0.10
H -1.9633 -2.5923 -1.9297 0.09
H -3.7229 -3.1468 -3.5692 0.13
H -6.0501 -2.6772 -4.3018 0.09
H -5.5016 -1.4081 -5.3890 0.10
H -6.7169 -1.0407 -4.1644 0.09
H -5.4681 0.7222 -3.0132 0.13
H -3.6239 1.3194 -1.4696 0.13
Cl 6.0260 -5.9941 0.3091 0.73
C 4.9525 -4.7421 -0.1728 -0.65
C 4.2737 -4.0008 0.7900 -0.06
C 3.4047 -2.9958 0.4141 0.03
C 3.1926 -2.7183 -0.9302 -0.24
O 2.3181 -1.7606 -1.2924 -0.25
C 3.8902 -3.4531 -1.9071 -0.11
C 3.7085 -3.1525 -3.3300 -0.16
O 3.0276 -2.2440 -3.7608 -0.04
C 4.7607 -4.4665 -1.5143 -0.03
H 4.4224 -4.2240 1.8374 0.11
H 2.8709 -2.4119 1.1519 0.11
H 4.2582 -3.8109 -4.0238 0.14
H 5.2820 -5.0445 -2.2666 0.13
C 2.6273 3.3031 0.2048 -0.10
S 2.5447 2.0892 -1.0931 0.69
C 4.2285 1.6337 -1.4630 -0.09
O 1.8916 2.7003 -2.2116 -0.27
H 2.5911 4.2770 -0.2772 0.09
H 3.5518 3.1829 0.7648 0.08
H 1.7501 3.1647 0.8360 0.02
H 4.6402 1.1811 -0.5626 0.09
H 4.7817 2.5251 -1.7504 0.09
H 4.2164 0.9119 -2.2745 0.06
Cl 0.1147 -2.0261 -3.5761 0.33
```

E_LUMO = -5.75 eV
DFT total energy = -4782.15280 Ha
Frontier orbital gap = 6.57 eV
Total charge = +2

Record 4
DFT (the ωB97M-V functional and the def2-TZVPD basis) results for a structure of composition C4H12Cl4N3O6.

XYZ file:
```
29
Properties=species:S:1:pos:R:3:lowdin_charge:R:1
N -1.4657 -0.7265 -0.0043 -0.16
H -1.4999 -1.5300 -0.6153 -0.24
H -0.6000 -0.3157 -0.3235 -0.27
H -1.2812 -1.0916 0.9191 -0.24
H -2.2015 -0.0468 0.1247 0.01
N 1.3012 -0.6557 -1.1316 -0.54
O 0.4591 -0.3327 -0.3243 -0.15
O 0.9743 -0.6752 -2.2728 0.00
O 2.4538 -0.9595 -0.8628 0.01
N -0.9220 -2.6435 -2.3763 -0.54
O -0.2526 -1.8877 -3.1391 -0.04
O -1.1076 -3.7682 -2.6171 0.06
O -1.3356 -2.1827 -1.3439 0.07
Cl 2.2046 -1.2465 3.7632 0.54
C 2.0461 -0.4461 2.2409 -0.66
C 0.6519 0.2543 1.9845 -0.66
Cl -0.7162 -0.8656 2.2020 0.82
H 2.3423 -1.2244 1.5376 0.04
H 2.9044 0.2258 2.2488 0.06
H 0.5795 0.7983 1.0427 0.00
H 0.4981 1.0212 2.7436 0.04
Cl -1.2030 1.4451 1.3607 0.74
C -0.8236 2.7186 0.2138 -0.50
C -0.3076 2.0764 -1.1598 -0.45
Cl -1.4731 0.8003 -1.8467 0.78
H -0.0411 3.3395 0.6501 0.07
H -1.6632 3.3950 0.0532 0.06
H 0.7158 1.7041 -1.1139 0.07
H -0.2370 2.8200 -1.9536 0.06
```

E_LUMO = 2.65 eV
DFT total energy = -2615.39981 Ha
Frontier orbital gap = 7.11 eV
Total charge = -1